# 1
C26H18GdN3O3S3 | the ωB97M-V functional and the def2-TZVPD basis

```
54
C26H18GdN3O3S3 the ωB97M-V functional and the def2-TZVPD basis
Gd 12.583 -16.717 4.626
O 12.122 -11.921 1.111
C 11.271 -12.787 0.535
C 10.502 -12.341 -0.534
C 9.586 -13.198 -1.139
C 9.498 -14.513 -0.727
C 10.255 -14.954 0.347
C 11.150 -14.128 1.025
C 11.884 -14.656 2.208
O 11.537 -15.770 2.702
N 12.853 -13.870 2.659
N 13.529 -14.477 3.724
C 14.592 -13.870 4.110
C 15.458 -14.356 5.168
C 16.776 -13.874 5.180
C 17.688 -14.214 6.146
C 17.250 -15.053 7.175
C 15.981 -15.537 7.203
C 15.010 -15.224 6.209
O 13.795 -15.656 6.270
H 12.624 -12.441 1.824
H 10.623 -11.297 -0.833
H 8.968 -12.868 -1.970
H 8.816 -15.207 -1.190
H 10.181 -15.985 0.696
H 14.900 -12.976 3.564
H 17.087 -13.204 4.381
H 18.712 -13.865 6.101
H 17.946 -15.333 7.963
H 15.663 -16.192 8.008
C 10.212 -20.931 4.788
C 9.462 -20.817 5.947
C 9.288 -19.580 6.536
C 9.852 -18.434 5.942
N 10.603 -18.570 4.839
C 10.775 -19.769 4.275
C 9.689 -17.047 6.480
C 8.616 -16.726 7.334
C 8.439 -15.433 7.797
C 9.364 -14.458 7.451
C 10.433 -14.785 6.635
C 10.612 -16.075 6.118
H 10.412 -21.887 4.338
H 9.039 -21.679 6.417
H 8.763 -19.487 7.472
H 11.431 -19.791 3.426
H 7.863 -17.456 7.626
H 7.584 -15.201 8.419
H 9.248 -13.424 7.810
H 11.143 -14.003 6.398
S 16.152 -20.039 3.562
C 14.941 -18.909 3.813
S 14.683 -17.565 2.791
S 13.874 -19.120 5.164
```

The spin multiplicity is 8. Its expectation value of S² is 16.08. The HOMO energy (spin up / spin down) is 1.0999 / -1.7445 eV. Its LUMO energy (spin up / spin down) is 4.53 / 4.04 eV. As for the charge: -2.

# 2
C6H8O3S | the ωB97M-V functional and the def2-TZVPD basis

```
18
C6H8O3S the ωB97M-V functional and the def2-TZVPD basis
C 0.590 -1.082 -2.323
C 0.518 -0.029 -1.419
C -0.605 -1.644 -2.437
C -0.666 0.101 -0.737
C -1.166 1.158 0.177
C 1.576 -0.094 2.361
O -1.047 1.011 1.579
O 1.160 -0.572 1.354
O 1.131 0.949 3.022
S -1.773 -1.056 -1.297
H 1.413 -1.322 -3.087
H 1.444 0.761 -1.419
H -0.809 -2.573 -3.077
H -0.796 2.158 -0.019
H 2.433 -0.347 2.932
H -1.439 0.070 1.801
H -2.196 1.286 -0.075
H 0.233 1.223 2.664
```

The value obtained for the relative energy (zero: lowest compared OMol25 entry of this formula, charge and spin) is 24.08 kcal/mol. The HOMO energy is -8.7993 eV. Its LUMO energy is 0.53 eV.

# 3
C3H7FO2 | the ωB97M-V functional and the def2-TZVPD basis

```
13
C3H7FO2 the ωB97M-V functional and the def2-TZVPD basis
C 0.738 0.753 -1.462
C -1.407 -0.171 1.093
C 0.574 -0.007 -0.162
O 0.670 -1.377 -0.168
O -0.790 0.450 0.002
F 1.259 0.525 0.940
H 0.959 1.687 -1.163
H 1.604 0.469 -1.955
H -0.143 0.525 -1.988
H -2.398 0.067 1.337
H -0.891 -0.205 2.062
H -1.514 -1.214 0.949
H 1.339 -1.502 0.516
```

The value obtained for the relative energy (zero: lowest compared OMol25 entry of this formula, charge and spin) is 13.09 kcal/mol. The HOMO energy is -10.4692 eV. Its LUMO energy is 0.83 eV.

# 4
C4H3N3 | the ωB97M-V functional and the def2-TZVPD basis

```
10
C4H3N3 the ωB97M-V functional and the def2-TZVPD basis
N -0.016 1.896 2.628
C 0.040 1.238 1.664
C 0.131 0.434 0.505
N 1.213 0.192 -0.258
C 0.913 -0.707 -1.333
C -0.451 -0.910 -1.174
N -0.906 -0.182 -0.097
H 2.093 -0.418 -0.340
H -1.142 -1.500 -1.763
H -1.875 -0.043 0.169
```

The value obtained for the relative energy (zero: lowest compared OMol25 entry of this formula, charge and spin) is 82.17 kcal/mol. The HOMO energy is -8.9355 eV. Its LUMO energy is -0.29 eV.

# 5
C4BrClF4O | the ωB97M-V functional and the def2-TZVPD basis

```
11
C4BrClF4O the ωB97M-V functional and the def2-TZVPD basis
C 0.727 1.007 -2.324
C 1.094 1.181 -1.021
C -1.196 -1.109 0.785
C -0.290 -0.795 1.729
O 0.720 0.460 -3.329
F 0.179 1.218 -0.020
F 2.073 2.015 -0.806
F -0.577 -0.722 3.005
F 1.073 -0.882 1.535
Cl -0.811 -1.470 -0.855
Br -2.990 -0.903 1.301
```

The value obtained for the relative energy (zero: lowest compared OMol25 entry of this formula, charge and spin) is 26.71 kcal/mol. The HOMO energy (spin up / spin down) is -9.2376 / -9.2380 eV. Its LUMO energy (spin up / spin down) is -0.03 / -0.03 eV.

# 6
C3H9N2S | the ωB97M-V functional and the def2-TZVPD basis

```
15
C3H9N2S the ωB97M-V functional and the def2-TZVPD basis
C 1.994 1.505 0.570
S 1.926 0.472 -0.950
H 2.161 2.538 0.275
H 1.067 1.449 1.143
H 2.848 1.165 1.156
C -0.571 -2.033 -0.104
N -1.787 -1.234 -0.030
C -1.618 0.095 0.267
N -2.469 0.722 0.987
H -0.695 -2.933 -0.706
H 0.234 -1.427 -0.543
H -0.213 -2.323 0.892
H -2.599 -1.614 0.436
H -0.665 0.468 -0.133
H -2.272 1.715 0.964
```

The value obtained for the relative energy (zero: lowest compared OMol25 entry of this formula, charge and spin) is 14.10 kcal/mol. The HOMO energy is -2.4985 eV. Its LUMO energy is 4.08 eV. As for the charge: -1.

# 7
C13H6AuCl5O5S | the ωB97M-V functional and the def2-TZVPD basis

```
31
C13H6AuCl5O5S the ωB97M-V functional and the def2-TZVPD basis
Au -0.204 -0.951 -0.068
Cl 0.287 -1.746 3.012
C 0.379 -3.070 1.898
C 0.257 -2.813 0.541
C 0.376 -3.867 -0.350
Cl 0.275 -3.535 -2.044
C 0.593 -5.169 0.096
Cl 0.741 -6.456 -1.027
C 0.696 -5.413 1.465
Cl 0.957 -7.011 2.032
C 0.597 -4.360 2.374
Cl 0.750 -4.652 4.057
O -5.400 2.201 0.078
C -4.382 1.581 0.018
C -2.992 2.130 -0.360
O -2.718 3.270 -0.630
C -2.108 0.961 -0.292
C -2.764 -0.152 0.156
O -2.122 -1.299 0.371
C -4.205 0.078 0.324
O -5.071 -0.696 0.630
O -0.810 0.936 -0.553
C 3.077 -1.331 0.411
S 1.971 -0.366 -0.633
C 2.102 1.260 0.148
H 2.756 -1.297 1.449
H 4.076 -0.912 0.300
H 3.064 -2.353 0.041
H 3.160 1.471 0.287
H 1.572 1.277 1.095
H 1.656 1.980 -0.533
```

The value obtained for the relative energy (zero: lowest compared OMol25 entry of this formula, charge and spin) is 0.00 kcal/mol. The HOMO energy is -8.6076 eV. Its LUMO energy is -1.60 eV.

# 8
F2FeHO2P | the ωB97M-V functional and the def2-TZVPD basis

```
7
F2FeHO2P the ωB97M-V functional and the def2-TZVPD basis
H 0.673 1.549 -0.076
P 0.210 -0.348 0.475
F -0.803 -0.814 1.550
F 1.086 -1.561 0.096
O 1.074 0.888 0.790
O -0.501 0.273 -0.743
Fe -1.740 0.012 -2.093
```

The value obtained for the relative energy (zero: lowest compared OMol25 entry of this formula, charge and spin) is 0.00 kcal/mol. The spin multiplicity is 5. Its expectation value of S² is 6.00. The HOMO energy (spin up / spin down) is -22.7312 / -22.7378 eV. Its LUMO energy (spin up / spin down) is -12.60 / -13.40 eV. As for the charge: +2.

For reference, molar mass by record: 673.90 160.19 94.08 93.09 255.39 105.19 648.49 157.82 u.
For reference, total energy by record: -91207.1378 -23327.8521 -10035.7494 -8662.8478 -99626.2377 -17072.9146 -100953.2112 -53203.0077 eV.